[1]
ORCA calculation (ωB97M-V with the def2-TZVPD basis set) on a 2-piece molecular cluster, CH3BrClN overall.

```
7
Properties=species:S:1:pos:R:3:lowdin_charge:R:1
C 1.043 0.896 -0.280 -0.550
N -0.597 -1.250 0.056 -0.514
Cl -0.119 2.004 0.160 0.518
Br -2.139 -0.353 0.117 0.595
H 1.278 0.637 -1.276 -0.003
H 1.137 0.039 0.425 -0.011
H -0.604 -1.973 0.797 -0.035
```

electronic energy: -85135.966 eV
ΔE to the lowest compared entry with this formula, charge and spin: 109.3 kcal/mol
gap between HOMO and LUMO (spin up / spin down): 6.97 / 9.70 eV
highest occupied orbital energy (spin up / spin down): -8.14 / -9.60 eV



[2]
ORCA calculation (ωB97M-V with the def2-TZVPD basis set) on C25H54O3SSi2 as an isolated structure.

```
85
Properties=species:S:1:pos:R:3:lowdin_charge:R:1
C -4.197 1.565 0.040 -0.067
C -3.649 0.220 -0.283 -0.262
Si -4.489 -1.389 0.365 0.512
C -6.107 -0.831 1.321 -0.278
C -7.460 -1.034 0.407 -0.237
C -7.326 -0.372 -1.088 -0.245
O -7.101 -1.399 -2.146 -0.168
O -3.534 -2.322 1.507 -0.380
Si -2.035 -2.913 0.806 0.228
S -0.625 -1.281 0.635 0.517
C -1.262 -4.152 2.119 -0.271
C 0.329 -3.805 2.448 -0.291
C 0.507 -2.689 3.664 -0.219
C 1.819 -1.728 3.345 -0.221
C 1.539 -0.123 3.721 -0.219
C 2.852 0.818 3.289 -0.204
C 2.318 2.357 3.109 -0.207
C 2.403 2.929 1.556 -0.210
C 1.627 1.892 0.551 -0.206
C 2.502 1.380 -0.736 -0.203
C 4.067 1.014 -0.419 -0.204
C 4.981 1.805 -1.549 -0.215
C 5.403 3.332 -1.126 -0.216
C 4.238 4.464 -1.359 -0.233
C 3.773 4.670 -2.919 -0.256
C 2.296 5.442 -2.883 -0.162
C -2.226 -3.853 -0.864 -0.291
C -0.779 -4.088 -1.664 -0.198
C -0.328 -2.754 -2.527 -0.261
O -0.169 -2.991 -3.971 -0.231
C 0.668 -1.867 -4.486 -0.119
H -5.077 2.027 -0.579 0.065
H -3.808 2.181 0.974 0.086
H -2.646 0.142 -0.924 0.060
H -4.819 -2.285 -0.767 0.001
H -6.199 -1.567 2.248 0.089
H -6.042 0.290 1.700 0.088
H -7.669 -2.203 0.346 0.118
H -8.412 -0.566 0.930 0.113
H -8.383 0.115 -1.350 0.121
H -6.550 0.517 -1.154 0.106
H -7.639 -2.223 -1.887 0.106
H 0.590 -1.825 0.187 -0.125
H -1.261 -5.241 1.651 0.088
H -1.908 -4.063 3.094 0.090
H 0.786 -4.829 2.856 0.112
H 0.956 -3.544 1.487 0.069
H 0.631 -3.208 4.730 0.121
H -0.494 -2.082 3.697 0.097
H 2.117 -1.809 2.195 0.094
H 2.731 -2.124 3.971 0.111
H 1.285 0.014 4.861 0.119
H 0.598 0.174 3.050 0.082
H 3.643 0.665 4.139 0.111
H 3.281 0.322 2.319 0.089
H 2.836 3.078 3.872 0.106
H 1.160 2.355 3.387 0.114
H 3.500 3.206 1.221 0.094
H 1.804 3.958 1.556 0.113
H 0.701 2.498 0.103 0.118
H 1.153 0.952 1.082 0.058
H 2.344 2.141 -1.626 0.102
H 1.991 0.365 -1.102 0.100
H 4.245 -0.149 -0.617 0.114
H 4.415 1.207 0.681 0.094
H 4.313 1.859 -2.522 0.097
H 5.967 1.188 -1.713 0.108
H 6.325 3.633 -1.807 0.113
H 5.835 3.321 -0.014 0.117
H 3.263 4.309 -0.723 0.081
H 4.715 5.503 -1.016 0.124
H 3.597 3.665 -3.514 0.098
H 4.487 5.421 -3.511 0.116
H 2.420 6.568 -2.508 0.086
H 1.744 5.402 -3.922 0.074
H 1.595 4.921 -2.080 0.067
H -2.621 -4.938 -0.622 0.096
H -2.918 -3.301 -1.650 0.082
H 0.071 -4.446 -0.920 0.110
H -0.973 -4.962 -2.418 0.116
H 0.674 -2.359 -2.016 0.103
H -1.140 -1.932 -2.307 0.112
H 0.218 -1.382 -5.471 0.104
H 1.756 -2.259 -4.746 0.104
H 0.780 -0.993 -3.714 0.085
```

electronic energy: -59522.062 eV
gap between HOMO and LUMO: 6.44 eV
highest occupied orbital energy: -7.63 eV



[3]
ORCA calculation (ωB97M-V with the def2-TZVPD basis set) on one molecule with the formula C5H8N2.

```
15
Properties=species:S:1:pos:R:3:lowdin_charge:R:1
C -0.059 2.531 0.168 -0.049
C 0.155 1.055 -0.035 -0.362
C 0.673 0.433 -1.203 -0.042
C 0.479 -0.914 -0.977 -0.094
N -0.058 -1.044 0.255 -0.222
C -0.509 -2.276 0.876 -0.026
N -0.270 0.150 0.840 0.108
H 0.038 3.030 -0.801 0.070
H 0.644 3.005 0.863 0.072
H -1.073 2.728 0.535 0.074
H 1.302 0.865 -1.975 0.098
H 0.605 -1.771 -1.631 0.118
H 0.266 -2.781 1.467 0.085
H -0.840 -2.963 0.092 0.084
H -1.353 -2.046 1.527 0.084
```

electronic energy: -8294.372 eV
ΔE to the lowest compared entry with this formula, charge and spin: 14.4 kcal/mol
SMILES: Cc1ccn(C)n1
gap between HOMO and LUMO: 10.00 eV
highest occupied orbital energy: -8.96 eV



[4]
ORCA calculation (ωB97M-V with the def2-TZVPD basis set) on a 2-piece molecular cluster, C9H14 overall.

```
23
Properties=species:S:1:pos:R:3:mulliken_spin:R:1
C 2.373 1.728 -1.736 0.000
C 2.504 0.343 -1.144 0.000
H 1.813 1.716 -2.668 0.000
H 1.847 2.381 -1.026 0.000
H 3.350 2.138 -1.959 0.000
H 1.575 -0.220 -1.066 0.001
H 3.139 -0.389 -1.663 0.000
H 2.948 0.235 -0.156 0.000
C -1.234 1.358 1.863 0.028
C -0.125 -0.728 1.009 0.158
C -1.309 0.058 1.196 0.214
C -0.125 -1.837 0.216 0.035
C -1.344 -2.203 -0.411 0.292
C -2.547 -0.467 0.730 0.098
C -2.568 -1.571 -0.071 0.079
H 0.818 -0.514 1.499 0.003
H 0.798 -2.381 0.025 0.005
H -2.175 1.590 2.357 0.009
H -1.035 2.154 1.145 0.052
H -1.291 -2.928 -1.215 0.010
H -3.462 0.077 0.915 0.002
H -3.512 -1.932 -0.448 0.006
H -0.439 1.392 2.608 0.008
```

net charge: +1
electronic energy: -9551.163 eV
2S+1: 2
ΔE to the lowest compared entry with this formula, charge and spin: 6.4 kcal/mol
gap between HOMO and LUMO (spin up / spin down): 10.07 / 6.33 eV
highest occupied orbital energy (spin up / spin down): -14.54 / -14.53 eV



[5]
ORCA calculation (ωB97M-V with the def2-TZVPD basis set) on an isolated ion of composition C6H6N and charge +1.

```
13
Properties=species:S:1:pos:R:3:lowdin_charge:R:1
C 2.560 1.115 -1.828 0.215
C 1.407 1.882 -1.734 -0.070
C 1.083 0.592 -1.375 -0.031
C -0.104 -0.318 -0.894 0.100
N -0.459 -0.571 0.288 -0.061
C -0.208 -0.437 1.691 0.029
C -1.399 -1.134 1.143 0.002
H 0.935 2.776 -1.821 0.078
H -0.554 -0.681 -1.873 0.181
H -0.360 0.546 2.103 0.144
H 0.593 -1.015 1.924 0.110
H -1.188 -2.193 1.250 0.153
H -2.305 -0.564 1.126 0.148
```

net charge: +1
electronic energy: -7794.770 eV
ΔE to the lowest compared entry with this formula, charge and spin: 114.7 kcal/mol
SMILES: C1=CC=1C=[N+]1CC1
gap between HOMO and LUMO: 8.87 eV
highest occupied orbital energy: -13.89 eV



[6]
ORCA calculation (ωB97M-V with the def2-TZVPD basis set) on C36H38IrO2P2 as an isolated structure.

```
79
Properties=species:S:1:pos:R:3:mulliken_spin:R:1
Ir 0.103 0.028 4.883 1.898
C -1.710 -0.152 6.174 0.605
C -1.980 -0.487 4.821 0.276
C -2.784 0.394 3.907 0.040
C -1.990 1.618 3.388 0.034
C -0.527 1.633 3.851 0.210
C -0.214 2.052 5.190 -0.009
C -1.287 2.386 6.207 0.064
C -2.038 1.167 6.785 -0.015
C 2.078 0.247 5.115 0.342
H -1.714 -1.014 6.858 0.008
H -2.020 -1.557 4.593 -0.042
H -3.743 0.702 4.369 0.031
H -3.087 -0.199 3.032 0.000
H -1.976 1.568 2.287 0.004
H -2.514 2.540 3.691 0.001
H 0.250 1.858 3.102 0.001
H 0.740 2.575 5.337 -0.006
H -1.974 3.163 5.830 -0.003
H -0.750 2.827 7.062 -0.007
H -1.733 1.107 7.837 0.002
H -3.123 1.337 6.793 0.041
H 2.263 0.442 6.186 0.006
H 2.400 1.114 4.528 0.055
H 2.623 -0.672 4.845 -0.004
P -0.150 -1.706 -2.813 0.286
P 1.614 0.442 -3.112 0.304
C -0.952 -0.203 -3.376 0.017
C -0.051 0.746 -3.751 -0.028
C -0.745 -2.978 -4.018 0.032
C -1.916 -2.835 -4.778 0.023
C -2.362 -3.894 -5.581 0.000
C -1.615 -5.074 -5.680 0.010
C -0.399 -5.182 -4.992 0.000
C 0.043 -4.139 -4.180 0.029
C -1.011 -2.022 -1.231 0.050
C -0.684 -1.195 -0.138 0.028
C -1.389 -1.315 1.057 -0.104
C -2.425 -2.257 1.167 0.028
C -2.718 -3.111 0.093 -0.009
C -2.002 -3.002 -1.102 0.026
C 2.584 1.003 -4.589 0.070
C 2.518 0.199 -5.749 0.027
C 2.884 0.734 -6.984 -0.012
C 3.376 2.044 -7.072 0.027
C 3.577 2.781 -5.900 -0.011
C 3.213 2.252 -4.657 0.030
C 1.817 1.821 -1.920 0.025
C 3.014 1.900 -1.180 0.027
C 3.332 3.078 -0.502 -0.002
C 2.444 4.163 -0.526 0.018
C 1.195 4.028 -1.143 -0.007
C 0.864 2.840 -1.801 0.017
H -2.042 -0.098 -3.342 0.002
H -0.226 1.594 -4.421 0.003
H -2.490 -1.907 -4.725 0.000
H -3.307 -3.806 -6.123 0.001
H -1.974 -5.908 -6.288 0.000
H 0.199 -6.091 -5.081 0.000
H 0.991 -4.217 -3.644 0.000
H 0.109 -0.451 -0.230 0.004
H -1.120 -0.679 1.908 0.078
H -3.013 -2.312 2.087 0.002
H -3.512 -3.858 0.186 0.001
H -2.227 -3.658 -1.944 0.004
H 2.139 -0.823 -5.693 0.004
H 2.779 0.139 -7.894 0.000
H 3.605 2.487 -8.045 0.001
H 4.008 3.781 -5.949 0.001
H 3.381 2.836 -3.751 0.004
H 3.692 1.046 -1.159 0.000
H 4.277 3.156 0.040 0.000
H 2.723 5.111 -0.057 0.001
H 0.474 4.850 -1.118 0.000
H -0.121 2.719 -2.252 0.000
O 0.701 -2.869 7.155 0.120
C 0.579 -1.960 6.360 0.046
O 0.400 -1.998 5.050 0.311
H 0.628 -0.880 6.719 -0.013
```

net charge: +2
electronic energy: -63435.658 eV
2S+1: 6
ΔE to the lowest compared entry with this formula, charge and spin: 1.9 kcal/mol
gap between HOMO and LUMO (spin up / spin down): 7.46 / 3.96 eV
highest occupied orbital energy (spin up / spin down): -12.12 / -13.52 eV